1.
ORCA calculation (ωB97M-V/def2-TZVPD) on a molecular structure, C48H56Cl5O3PbSe in a non-equilibrium geometry.

Gap between HOMO and LUMO, Eh: 0.2357
E_HOMO, eV: -4.7
Lowest unoccupied orbital energy, eV: 1.70
ΔE to the lowest compared entry with this formula, charge and spin, kJ/mol: 92.68
Total charge: -1
Strongest force on any atom, eV/A: 2.556

Last column: Löwdin charge in e.
Atoms and positions in Å:
H1 16.253 12.556 11.058  0.036
H2 15.400 14.366 18.341  0.073
H3 17.885 13.958 14.462  0.068
C1 9.642 15.477 9.096  -0.037
Cl1 13.383 8.109 12.273  0.672
H4 17.618 13.346 10.232  0.088
C2 8.063 16.108 12.941  -0.059
H5 14.590 12.135 8.751  0.091
C3 7.996 16.453 10.576  -0.176
H6 14.197 13.618 16.515  0.103
H7 17.176 15.928 10.405  0.081
C4 10.137 11.064 11.717  -0.681
H8 11.371 19.539 18.556  0.077
C5 14.557 13.216 8.951  -0.042
C6 12.241 16.323 14.226  -0.388
H9 13.397 13.935 6.484  0.071
H10 7.652 16.252 13.924  0.098
H11 15.496 15.362 10.659  0.036
H12 12.470 12.530 7.201  0.081
C7 7.445 16.636 11.851  -0.048
C8 12.470 16.932 12.960  -0.345
C9 12.383 10.612 12.012  -0.666
H13 12.058 21.066 12.375  0.090
H14 13.846 20.946 12.279  0.070
H15 17.019 11.235 16.809  0.099
C10 9.808 9.745 12.007  -0.709
C11 12.636 20.781 16.545  -0.052
C12 12.831 19.154 11.678  -0.525
Cl2 8.191 9.158 12.067  0.657
C13 14.723 13.780 15.568  -0.067
H16 10.590 14.899 8.983  0.085
H17 15.035 19.056 11.553  0.084
O1 12.195 13.328 9.567  -0.334
H18 11.322 17.886 17.981  0.067
H19 18.726 12.799 16.057  0.087
C14 12.585 19.228 16.760  -0.526
H20 6.440 17.498 9.604  0.113
H21 14.203 17.594 10.899  0.050
H22 13.988 19.325 18.446  0.066
H23 7.250 16.995 7.266  0.097
H24 15.267 13.675 8.264  0.081
H25 15.449 11.849 17.441  0.075
C15 7.373 16.949 9.415  -0.055
H26 12.972 20.110 14.129  0.101
C16 17.039 14.456 12.024  -0.533
O2 12.467 16.248 11.858  -0.234
C17 13.168 13.883 8.695  -0.668
H27 18.956 15.324 11.453  0.090
Se1 12.141 14.406 14.430  1.133
C18 12.747 19.018 14.196  0.007
C19 13.317 15.381 8.984  -0.058
H28 13.931 17.710 17.669  0.082
H29 16.231 16.486 11.807  0.096
H30 9.769 14.929 13.656  0.040
C20 18.395 14.999 12.352  -0.091
C21 10.814 8.774 12.128  -0.710
C22 12.298 17.064 15.398  -0.090
H31 10.656 19.062 11.359  0.090
C23 12.532 18.439 15.454  -0.187
C24 12.917 20.664 11.826  -0.086
C25 8.966 15.928 7.995  -0.078
C26 9.193 15.715 10.409  -0.199
H32 13.531 21.010 15.983  0.072
C27 14.046 14.036 14.378  -0.381
H33 11.552 17.815 10.426  0.084
C28 12.110 9.237 12.071  -0.713
H34 17.874 12.484 11.826  0.093
C29 16.830 13.945 14.429  0.005
H35 14.286 19.193 10.011  0.083
C30 9.262 15.355 12.775  -0.140
H36 17.055 14.247 18.958  0.083
C31 17.177 13.123 11.223  -0.029
C32 16.429 15.614 11.149  -0.030
C33 12.673 13.603 7.220  -0.019
H37 12.908 21.126 10.832  0.082
C34 14.165 18.679 10.980  -0.022
H38 11.748 14.147 7.014  0.062
H39 12.661 21.229 17.523  0.072
H40 9.301 15.758 6.973  0.100
H41 11.819 21.145 15.999  0.063
H42 14.005 15.820 8.259  0.094
C35 7.792 16.690 8.150  -0.093
H43 18.274 15.812 13.056  0.091
C36 16.133 13.751 15.613  -0.172
C37 11.600 18.861 10.835  -0.056
C38 18.383 13.583 16.740  -0.066
H44 14.752 19.116 16.872  0.092
Pb1 11.871 13.983 11.541  1.375
C39 11.431 11.567 11.837  -0.231
Cl3 10.458 7.088 12.340  0.650
C40 16.448 14.418 18.043  -0.069
H45 18.639 14.553 16.289  0.088
H46 18.861 13.558 17.715  0.077
H47 19.029 14.192 12.823  0.092
H48 12.355 15.864 8.846  0.062
H49 6.579 17.232 11.991  0.098
C41 12.676 18.377 12.989  -0.088
C42 9.800 15.137 11.545  -0.189
C43 11.370 18.919 17.652  -0.064
Cl4 8.873 12.077 11.088  0.720
H50 11.491 19.584 9.987  0.085
Cl5 14.040 11.155 12.167  0.759
H51 10.437 19.089 17.115  0.086
C44 16.861 13.456 16.931  -0.568
O3 14.146 14.167 12.012  -0.255
H52 16.877 11.906 18.427  0.072
C45 14.762 14.157 13.147  -0.394
C46 16.520 12.043 17.407  -0.059
C47 13.892 18.800 17.503  -0.049
H53 12.026 16.515 16.318  0.101
H54 13.614 15.596 10.052  0.049
C48 16.202 14.164 13.223  -0.105
H55 14.833 13.438 9.958  0.014
H56 16.654 15.458 17.698  0.098

Forces on atoms 1 to 3 (eV/Å):
0.170 0.420 0.246
-0.058 -0.122 -0.197
0.800 -0.001 -0.073

---

2.
ORCA calculation (ωB97M-V/def2-TZVPD) on a molecular structure, C48H56HfN6O6SbSe in a non-equilibrium geometry.

Gap between HOMO and LUMO, Eh: 0.2005
E_HOMO, eV: -9.0
Lowest unoccupied orbital energy, eV: -3.51
ΔE to the lowest compared entry with this formula, charge and spin, kJ/mol: 193.55
Total charge: +1
Strongest force on any atom, eV/A: 3.153

Last column: Löwdin charge in e.
Atoms and positions in Å:
H1 0.337 -8.167 -1.724  0.078
H2 0.203 1.995 0.050  0.070
H3 4.287 0.712 3.034  0.168
C1 -3.635 -3.110 2.812  -0.157
H4 -1.297 -1.587 -6.856  0.104
H5 3.094 2.287 0.906  0.110
H6 0.257 3.010 -4.638  0.052
H7 1.037 4.596 -4.695  0.088
H8 2.698 -0.369 -5.937  0.107
H9 2.867 0.689 -0.728  0.081
C2 1.068 3.965 0.038  -0.107
H10 1.127 -1.575 -7.399  0.103
H11 3.465 -1.643 5.022  0.085
O1 -1.701 -3.164 0.037  -0.172
H12 -0.337 -6.972 -2.828  0.087
C3 -2.364 0.323 2.767  -0.073
H13 -2.214 -3.468 4.404  0.111
C4 -0.556 3.596 3.047  -0.268
C5 -2.783 2.409 -5.637  -0.056
C6 -4.073 4.091 -4.325  -0.056
H14 4.713 1.580 0.982  0.134
N1 3.219 -2.261 0.234  -0.070
H15 1.509 3.857 3.503  0.134
C7 -0.015 -6.212 0.089  0.010
H16 1.431 5.892 -2.709  0.114
O2 -2.616 -2.087 -1.649  0.175
H17 -1.718 2.191 -5.706  0.056
H18 -0.697 4.467 -4.387  0.089
H19 -2.574 2.901 2.832  0.133
H20 2.675 1.251 4.384  0.147
H21 1.876 -4.846 -2.351  0.130
C8 -3.611 -1.624 3.157  -0.178
C9 3.115 0.255 0.239  -0.211
C10 -0.917 5.053 3.148  -0.034
C11 2.533 -2.209 5.075  -0.013
Hf1 -0.651 -1.999 1.535  1.591
C12 1.415 5.060 -0.738  -0.076
H22 -4.417 -1.103 2.638  0.125
C13 1.156 5.038 -2.100  -0.043
H23 1.244 3.993 1.109  0.067
H24 2.132 2.095 -3.703  0.066
O3 -2.248 -1.093 0.283  -0.191
H25 1.398 -7.257 -2.800  0.079
C14 -4.458 4.732 -3.158  -0.086
O4 0.469 -0.326 2.198  -0.221
C15 1.418 -4.969 -1.374  0.035
O5 0.001 -2.105 4.071  -0.069
H26 -2.105 -0.374 -4.886  0.092
H27 -1.289 5.424 2.192  0.088
C16 -3.141 3.052 -4.322  -0.300
H28 -3.327 0.832 2.860  0.140
H29 -4.496 4.411 -5.271  0.110
C17 2.467 1.368 3.317  0.056
H30 -2.863 -4.953 3.695  0.118
H31 1.810 -1.259 7.680  0.097
C18 -3.911 4.329 -1.950  -0.096
C19 1.564 -3.964 -0.437  -0.187
N2 -1.350 -3.991 2.591  -0.067
C20 0.741 3.148 3.203  -0.017
C21 -2.574 2.646 -3.105  -0.317
H32 -0.050 5.654 3.419  0.081
H33 -4.198 4.818 -1.027  0.097
C22 -1.046 -0.340 -5.125  -0.163
H34 2.619 -2.564 -1.748  0.100
C23 3.648 1.374 1.102  -0.095
H35 -0.671 -7.056 0.276  0.124
C24 0.067 -5.185 1.034  -0.141
C25 0.755 -1.036 -6.537  -0.080
N3 1.478 -1.352 5.598  -0.176
H36 2.695 -3.071 5.724  0.103
H37 -3.781 -1.513 4.231  0.127
H38 0.912 0.103 6.988  0.090
H39 -1.441 -6.031 2.404  0.141
H40 -3.317 1.466 -5.775  0.081
C26 1.104 1.819 2.942  -0.116
O6 1.041 -3.100 1.682  -0.281
H41 -3.052 3.059 -6.470  0.080
Se1 0.606 -1.278 -0.791  0.693
H42 3.235 0.762 -4.048  0.080
C27 0.509 -7.190 -2.174  -0.046
C28 -1.527 2.611 2.829  0.029
C29 -2.521 -3.942 3.470  -0.180
C30 0.186 2.834 -1.926  -0.338
C31 -1.222 1.271 2.661  -0.100
N4 3.470 1.090 2.566  0.139
H43 2.168 -0.033 0.680  0.014
N5 -2.319 -0.950 2.860  -0.053
C32 -0.597 -1.040 -6.237  -0.084
C33 2.232 -2.630 -0.735  -0.437
C34 0.261 -1.390 5.025  -0.290
H44 2.659 -0.041 6.723  0.083
H45 -2.560 2.998 -0.983  0.073
N6 -2.169 -2.083 -0.581  -0.545
C35 0.538 3.947 -2.707  -0.292
C36 -0.948 -5.104 2.105  -0.037
H46 4.777 -1.076 0.810  0.112
C37 0.661 -6.123 -1.119  -0.246
C38 3.969 -1.034 0.071  -0.185
H47 2.245 -2.558 4.086  0.081
C39 0.474 2.856 -0.559  -0.142
C40 0.139 0.862 2.554  -0.327
C41 -2.986 3.297 -1.938  -0.170
H48 1.883 5.927 -0.289  0.103
H49 -3.577 -3.245 1.730  0.105
C42 0.272 4.004 -4.189  -0.046
H50 2.882 -2.407 1.171  0.093
H51 4.444 -1.030 -0.912  0.120
C43 2.230 1.009 -3.705  -0.051
Sb1 -1.057 1.187 -2.533  1.515
H52 -5.178 5.540 -3.194  0.102
C44 1.200 0.345 -4.586  -0.298
H53 2.129 0.679 -2.667  0.030
C45 0.928 -4.117 0.795  -0.341
H54 -4.606 -3.495 3.124  0.122
H55 -0.474 -0.710 5.482  0.151
H56 -1.695 5.224 3.893  0.085
C46 -0.175 0.378 -4.306  -0.366
C47 1.638 -0.355 -5.710  -0.052
C48 1.726 -0.600 6.814  -0.045

Forces on atoms 1 to 3 (eV/Å):
0.003 0.007 0.002
0.032 0.036 -0.003
0.002 0.091 0.011